(1)
Here is a single C20H25FN4O2 molecule from OMol25. Energies are from ωB97M-V with the def2-TZVPD basis set.

charge	0
Kohn-Sham gap	0.353	hartree
electronic energy	-1246.52359	Ha
relative energy (zero: lowest compared OMol25 entry of this formula, charge and spin)	87.8	kJ/mol
structure (SMILES)	CC(C)CC(=O)Nc1ccnn1C1CCN(C(=O)c2ccccc2F)CC1
LUMO	0.488	eV

CARTESIAN COORDINATES (ANGSTROEM)
C (-0.503, -5.245, 0.284)
C (0.828, -4.498, 0.329)
C (1.539, -4.584, -1.018)
C (0.637, -3.027, 0.752)
C (-0.314, -2.296, -0.174)
O (0.023, -1.798, -1.224)
N (-1.593, -2.222, 0.307)
C (-2.709, -1.775, -0.417)
C (-3.807, -2.529, -0.788)
C (-4.659, -1.619, -1.417)
N (-4.132, -0.413, -1.422)
N (-2.951, -0.500, -0.810)
C (-2.187, 0.726, -0.719)
C (-1.349, 0.831, 0.553)
C (-0.636, 2.187, 0.567)
N (0.180, 2.324, -0.613)
C (1.527, 2.236, -0.650)
O (2.168, 2.243, -1.682)
C (2.231, 2.133, 0.675)
C (2.892, 0.957, 1.006)
C (3.627, 0.866, 2.175)
C (3.728, 1.959, 3.021)
C (3.088, 3.145, 2.705)
C (2.350, 3.214, 1.539)
F (1.710, 4.368, 1.243)
C (-0.570, 2.260, -1.850)
C (-1.298, 0.921, -1.953)
H (-1.143, -4.845, -0.500)
H (-0.331, -6.298, 0.071)
H (-1.025, -5.177, 1.238)
H (1.462, -4.971, 1.089)
H (2.527, -4.134, -0.959)
H (1.650, -5.622, -1.322)
H (0.974, -4.057, -1.783)
H (0.271, -2.983, 1.780)
H (1.604, -2.525, 0.702)
H (-1.821, -2.816, 1.091)
H (-3.957, -3.576, -0.624)
H (-5.621, -1.794, -1.857)
H (-2.950, 1.516, -0.713)
H (-0.589, 0.051, 0.568)
H (-1.979, 0.729, 1.439)
H (-1.375, 2.997, 0.574)
H (-0.022, 2.272, 1.464)
H (2.824, 0.119, 0.329)
H (4.131, -0.055, 2.423)
H (4.309, 1.891, 3.929)
H (3.155, 4.011, 3.344)
H (-1.287, 3.088, -1.870)
H (0.139, 2.376, -2.671)
H (-1.915, 0.901, -2.851)
H (-0.573, 0.108, -2.009)

Cartesian forces (eV/Å) of the 2 atoms listed first:
C 0.2862 0.0086 0.0733
C -0.0593 0.0086 -0.0953

Here are the Mulliken charges for atoms 1 to 2, given in e: number 1, C, carries -1.46; number 2, C, carries 0.54

=====

(2)
Here is a single C20H25FN4O3 molecule at a distorted geometry from OMol25. Energies are from ωB97M-V with the def2-TZVPD basis set.

charge	0
Kohn-Sham gap	0.349	hartree
electronic energy	-1321.76034	Ha
relative energy (zero: lowest compared OMol25 entry of this formula, charge and spin)	0.0	kJ/mol
structure (SMILES)	CCc1nc(CN(C)C(=O)[C@@H]2CCC(=O)N(CCc3cccc(F)c3)C2)no1
LUMO	0.506	eV

CARTESIAN COORDINATES (ANGSTROEM)
C (-1.631, 3.195, 2.467)
C (-2.238, 1.890, 1.945)
C (-1.336, 0.757, 2.251)
N (-0.246, 0.426, 1.627)
C (0.224, -0.627, 2.354)
C (1.499, -1.335, 2.036)
N (2.537, -0.409, 1.643)
C (3.377, 0.061, 2.726)
C (2.634, 0.203, 0.436)
O (3.479, 1.054, 0.223)
C (1.692, -0.238, -0.677)
C (2.486, -0.986, -1.768)
C (2.392, -0.280, -3.123)
C (0.959, 0.065, -3.465)
O (0.426, -0.214, -4.524)
N (0.319, 0.720, -2.469)
C (-1.045, 1.157, -2.666)
C (-2.049, -0.009, -2.759)
C (-2.113, -0.810, -1.496)
C (-3.042, -0.521, -0.503)
C (-3.090, -1.259, 0.667)
C (-2.197, -2.295, 0.881)
C (-1.274, -2.569, -0.110)
F (-0.374, -3.563, 0.089)
C (-1.222, -1.857, -1.292)
C (1.037, 1.025, -1.257)
N (-0.540, -0.918, 3.368)
O (-1.565, -0.025, 3.309)
H (-1.513, 3.157, 3.547)
H (-0.656, 3.363, 2.015)
H (-2.282, 4.029, 2.218)
H (-3.203, 1.706, 2.419)
H (-2.366, 1.947, 0.864)
H (1.325, -2.082, 1.257)
H (1.822, -1.870, 2.932)
H (2.772, 0.517, 3.513)
H (3.946, -0.770, 3.146)
H (4.062, 0.803, 2.322)
H (0.890, -0.865, -0.300)
H (3.538, -1.053, -1.483)
H (2.105, -2.004, -1.865)
H (2.970, 0.646, -3.090)
H (2.799, -0.910, -3.913)
H (-1.315, 1.825, -1.846)
H (-1.097, 1.710, -3.611)
H (-1.738, -0.641, -3.591)
H (-3.030, 0.412, -2.985)
H (-3.749, 0.281, -0.657)
H (-3.830, -1.033, 1.420)
H (-2.209, -2.880, 1.787)
H (-0.504, -2.123, -2.053)
H (0.344, 1.425, -0.514)
H (1.820, 1.771, -1.443)

Cartesian forces (eV/Å) of the 2 atoms listed first:
C -0.1063 -0.0626 -0.0453
C 0.0192 0.1380 0.2354

Here are the Mulliken charges for atoms 1 to 2, given in e: number 1, C, carries -1.38; number 2, C, carries -0.21

=====

(3)
Here is C20H25N10O5S2Ti as an isolated structure at a distorted geometry from OMol25. Energies are from ωB97M-V with the def2-TZVPD basis set.

<S²>	0.7552
charge	+2
Kohn-Sham gap (spin up / spin down)	0.249 / 0.258	hartree
electronic energy	-3346.11818	Ha
relative energy (zero: lowest compared OMol25 entry of this formula, charge and spin)	98.5	kJ/mol
multiplicity	2
LUMO (spin up / spin down)	-6.681 / -6.764	eV

CARTESIAN COORDINATES (ANGSTROEM)
Ti (-0.388, -0.344, -0.380)
N (-1.320, -0.163, 1.840)
N (-1.395, 1.039, 2.550)
C (-0.856, 2.173, 2.070)
N (-0.954, 3.257, 2.840)
S (-0.111, 2.247, 0.571)
H (-2.263, -0.533, 1.687)
H (-0.762, -0.826, 2.375)
H (-1.792, 1.012, 3.478)
H (-1.428, 3.258, 3.729)
H (-0.588, 4.130, 2.500)
O (-0.147, 0.793, -1.991)
N (-1.121, 1.537, -2.395)
N (-2.195, 1.284, -1.785)
O (-2.206, 0.361, -0.839)
C (-3.414, 1.955, -2.114)
C (-3.634, 2.380, -3.415)
C (-4.815, 3.053, -3.689)
C (-5.744, 3.281, -2.682)
C (-5.502, 2.840, -1.390)
C (-4.326, 2.170, -1.092)
H (-2.907, 2.187, -4.191)
H (-5.012, 3.393, -4.696)
H (-6.662, 3.806, -2.907)
H (-6.228, 3.026, -0.610)
H (-4.110, 1.830, -0.090)
N (-3.755, -1.733, 1.047)
N (-3.216, -3.029, 1.200)
C (-2.039, -3.326, 0.628)
N (-1.619, -4.584, 0.677)
N (-1.443, -2.307, -0.026)
N (-0.259, -2.606, -0.645)
O (-0.065, -1.820, -1.633)
O (0.519, -3.475, -0.357)
H (-4.590, -1.680, 1.620)
H (-4.027, -1.577, 0.077)
H (-3.824, -3.780, 1.493)
H (-2.196, -5.297, 1.094)
H (-0.687, -4.822, 0.380)
O (1.253, -0.653, 0.719)
S (2.502, 0.150, 1.162)
C (3.146, 0.794, -0.346)
C (3.493, 2.136, -0.370)
C (3.999, 2.671, -1.547)
C (4.131, 1.866, -2.667)
C (3.770, 0.521, -2.629)
C (3.281, -0.030, -1.461)
C (3.665, -1.127, 1.583)
C (3.402, -2.466, 1.361)
C (4.373, -3.394, 1.711)
C (5.573, -2.976, 2.267)
C (5.816, -1.626, 2.486)
C (4.855, -0.688, 2.149)
H (3.357, 2.753, 0.509)
H (4.281, 3.713, -1.589)
H (4.521, 2.286, -3.584)
H (3.880, -0.094, -3.512)
H (3.009, -1.078, -1.407)
H (2.468, -2.776, 0.918)
H (4.192, -4.447, 1.543)
H (6.325, -3.707, 2.533)
H (6.752, -1.306, 2.923)
H (5.035, 0.367, 2.321)

Cartesian forces (eV/Å) of the 2 atoms listed first:
Ti -1.4083 3.1605 1.2110
N 0.1004 -0.0790 0.0594

Here are the Mulliken charges for atoms 1 to 2, given in e: number 1, Ti, carries 0.25; number 2, N, carries -0.13